17
Properties=species:S:1:pos:R:3:mulliken_charge:R:1 method="wB97M-V/def2-TZVPD" lumo_energy_ev=0.9 total_charge=0 e_above_lowest_kcal_mol=25.4
C 2.542 0.183 0.113 -1.4426
C 1.029 0.149 0.278 -0.2268
C 0.193 1.367 0.010 -0.1949
C -1.135 1.263 -0.175 -0.4997
C -1.894 0.007 -0.246 -0.3198
C -1.567 -1.191 0.271 -0.0215
O -2.149 -2.371 -0.065 -0.5007
H 2.820 0.274 -0.941 0.3422
H 3.031 0.982 0.678 0.3471
H 2.944 -0.771 0.474 0.3547
H 0.798 -0.229 1.283 0.2418
H 0.638 -0.592 -0.430 0.3582
H 0.675 2.338 -0.095 0.3590
H -1.703 2.161 -0.413 0.3167
H -2.784 0.031 -0.878 0.2374
H -0.820 -1.352 1.037 0.3478
H -2.620 -2.247 -0.900 0.3011

=====

17
Properties=species:S:1:pos:R:3:mulliken_charge:R:1 method="wB97M-V/def2-TZVPD" lumo_energy_ev="0.8 / 0.8" total_charge=0 e_above_lowest_kcal_mol=108.7
C -2.281 -0.431 0.140 -1.1011
C -0.930 0.015 -0.294 0.3383
O -0.616 1.297 -0.080 -0.3894
C 0.804 1.482 -0.284 -0.5865
C 1.443 0.080 -0.192 0.3728
C 1.683 -0.483 1.118 -1.2344
C 0.230 -0.767 -0.606 -0.3661
H -3.024 0.351 -0.040 0.3424
H -2.253 -0.655 1.216 0.2676
H -2.575 -1.341 -0.389 0.3162
H -0.456 -0.395 -1.608 0.1223
H 0.932 1.932 -1.276 0.3123
H 1.158 2.158 0.497 0.3287
H 2.282 -0.024 -0.884 0.3244
H 0.957 -0.336 1.915 0.2503
H 2.541 -1.119 1.307 0.2824
H 0.216 -1.850 -0.580 0.4198

=====

17
Properties=species:S:1:pos:R:3:mulliken_charge:R:1 method="wB97M-V/def2-TZVPD" lumo_energy_ev=1.1 total_charge=0 e_above_lowest_kcal_mol=66.6
C 0.826 -1.489 -0.084 -0.3562
C -0.375 -1.683 -0.632 -0.3420
C -0.923 -0.408 -1.169 -0.1407
O -1.629 0.361 -0.209 -0.4659
C -0.874 0.630 0.957 -0.6514
C 0.483 1.261 0.663 -0.3643
C 1.379 0.276 -0.178 -0.9084
H 1.267 -2.387 0.430 0.3121
H -0.959 -2.606 -0.696 0.3534
H -1.524 -0.492 -2.066 0.4306
H 0.002 0.097 -1.409 0.0289
H -0.666 -0.292 1.515 0.3490
H -1.508 1.279 1.568 0.4265
H 0.982 1.482 1.614 0.3252
H 0.296 2.246 0.190 0.3031
H 1.506 0.815 -1.161 0.2832
H 2.385 0.204 0.190 0.4168

=====

17
Properties=species:S:1:pos:R:3:mulliken_charge:R:1 method="wB97M-V/def2-TZVPD" lumo_energy_ev=0.9 total_charge=0 e_above_lowest_kcal_mol=106.9
C 0.478 1.252 -0.254 -0.6724
C 0.572 0.082 -1.215 -0.3811
O -0.326 -1.001 -0.808 -0.1414
C -1.915 -0.830 -0.692 -0.7167
C -0.242 -1.380 0.552 -0.1706
C 0.308 -0.585 1.463 -0.5438
C 0.810 0.803 1.175 -0.3635
H -0.529 1.676 -0.308 0.2732
H 1.169 2.036 -0.588 0.3407
H 0.273 0.336 -2.235 0.3032
H 1.579 -0.351 -1.228 0.2896
H -2.003 0.263 -0.640 0.1147
H -2.238 -1.207 -1.665 0.2274
H -0.588 -2.392 0.688 0.4898
H 0.370 -0.979 2.471 0.3468
H 1.898 0.823 1.320 0.2839
H 0.393 1.524 1.889 0.3204

=====

17
Properties=species:S:1:pos:R:3:mulliken_charge:R:1 method="wB97M-V/def2-TZVPD" lumo_energy_ev="0.9 / 0.9" total_charge=0 e_above_lowest_kcal_mol=148.2
C -1.856 -0.163 -0.523 -0.9264
C -0.305 -1.078 -0.229 -0.2524
C -0.438 1.099 0.070 -0.9319
C 0.935 0.959 -0.544 -0.6500
C 1.128 -0.523 -0.328 0.2361
C 1.243 -1.005 1.123 -0.5605
O -0.132 -1.450 1.087 -0.3061
H -2.475 0.664 -0.113 0.3723
H -1.888 -0.097 -1.612 0.3127
H -2.432 -1.048 -0.222 0.3353
H -1.006 1.968 -0.264 0.5397
H -0.467 1.016 1.158 0.3058
H 1.710 1.622 -0.128 0.3095
H 0.874 1.158 -1.621 0.3077
H 1.781 -1.034 -1.042 0.3807
H 1.411 -0.240 1.892 0.2480
H 1.918 -1.849 1.295 0.2796

=====

17
Properties=species:S:1:pos:R:3:mulliken_charge:R:1 method="wB97M-V/def2-TZVPD" lumo_energy_ev=1.1 total_charge=0 e_above_lowest_kcal_mol=37.1
C 0.764 1.664 1.078 -1.3474
C -0.307 1.001 0.223 0.4157
O -0.161 1.339 -1.182 -0.4714
C -0.165 -0.039 -1.523 -0.0672
C 1.002 -0.744 -0.916 -0.8551
C -0.251 -0.502 -0.104 0.5945
C -1.092 -1.596 0.488 -1.4436
H 0.391 1.913 2.075 0.3596
H 1.651 1.033 1.192 0.3173
H 1.071 2.589 0.587 0.3123
H -1.312 1.295 0.558 0.3823
H -0.697 -0.357 -2.414 0.3553
H 1.155 -1.772 -1.237 0.2920
H 1.911 -0.181 -0.717 0.1785
H -0.726 -1.931 1.466 0.3010
H -2.133 -1.273 0.604 0.3303
H -1.092 -2.465 -0.181 0.3459

=====

17
Properties=species:S:1:pos:R:3:mulliken_charge:R:1 method="wB97M-V/def2-TZVPD" lumo_energy_ev="-0.6 / -0.6" total_charge=0 e_above_lowest_kcal_mol=112.8
C -0.790 -2.756 1.040 -0.4514
C -0.187 -0.739 -0.669 -1.0121
C -1.146 0.174 -0.835 -0.2097
C -0.657 1.577 -0.562 -0.5611
C 0.868 1.394 -0.411 -0.7320
C 1.096 -0.113 -0.165 0.1000
O 1.320 -0.430 1.206 -0.5862
H -1.404 -1.991 1.570 0.1859
H 0.211 -2.604 1.502 0.2517
H -0.309 -1.818 -0.811 0.6897
H -2.171 -0.042 -1.124 0.4172
H -1.130 1.976 0.347 0.2523
H -0.913 2.271 -1.370 0.3318
H 1.370 1.696 -1.336 0.3057
H 1.303 1.978 0.406 0.3063
H 1.987 -0.485 -0.679 0.3437
H 0.520 -0.173 1.685 0.3682

=====

17
Properties=species:S:1:pos:R:3:mulliken_charge:R:1 method="wB97M-V/def2-TZVPD" lumo_energy_ev=1.1 total_charge=0 e_above_lowest_kcal_mol=17.7
C -2.001 -0.290 0.234 -1.4876
C -1.109 0.757 -0.391 0.2349
C -0.056 1.400 0.466 -0.7665
C 0.346 0.450 -0.632 0.0335
C 0.934 -0.926 -0.390 -0.7117
C 2.266 -0.864 0.321 -0.0352
O 2.921 0.145 0.425 -0.4716
H -2.905 0.163 0.653 0.3743
H -1.483 -0.792 1.059 0.3187
H -2.302 -1.052 -0.494 0.3183
H -1.592 1.383 -1.140 0.3868
H 0.170 2.453 0.322 0.2575
H 0.006 1.075 1.504 0.2299
H 0.800 0.950 -1.485 0.3680
H 1.101 -1.416 -1.364 0.3095
H 0.275 -1.617 0.156 0.2795
H 2.630 -1.820 0.758 0.3618

=====

17
Properties=species:S:1:pos:R:3:mulliken_charge:R:1 method="wB97M-V/def2-TZVPD" lumo_energy_ev=0.9 total_charge=0 e_above_lowest_kcal_mol=20.6
C 2.472 0.991 -0.126 -1.1278
C 1.187 0.875 -0.456 0.5212
O 0.522 1.728 -1.283 -0.4703
C 0.316 -0.169 0.140 -0.0633
C -0.773 0.311 1.071 -0.6806
C -1.132 -0.380 -0.205 0.1697
C -1.694 -1.779 -0.099 -1.3956
H 3.109 1.795 -0.494 0.2344
H 2.890 0.278 0.575 0.2640
H 1.129 2.440 -1.520 0.3137
H 0.860 -1.059 0.437 0.3453
H -0.915 -0.226 2.006 0.2562
H -0.897 1.388 1.132 0.2533
H -1.549 0.240 -0.994 0.3974
H -2.749 -1.748 0.193 0.3403
H -1.160 -2.356 0.665 0.3031
H -1.616 -2.329 -1.041 0.3389

=====

17
Properties=species:S:1:pos:R:3:mulliken_charge:R:1 method="wB97M-V/def2-TZVPD" lumo_energy_ev=1.0 total_charge=0 e_above_lowest_kcal_mol=28.0
C -2.032 -0.317 0.126 -1.4079
C -1.120 0.753 -0.419 0.4180
C -0.058 1.327 0.474 -1.0269
C 0.335 0.498 -0.727 0.1186
C 1.071 -0.800 -0.755 -0.6661
C 1.997 -1.228 0.106 -0.1649
O 2.238 -0.757 1.353 -0.5113
H -2.875 0.141 0.657 0.3574
H -1.499 -0.972 0.824 0.3121
H -2.435 -0.941 -0.679 0.3190
H -1.606 1.455 -1.093 0.3819
H 0.161 2.390 0.430 0.2102
H -0.021 0.918 1.484 0.3697
H 0.684 1.126 -1.547 0.3356
H 0.986 -1.361 -1.680 0.3178
H 2.692 -2.023 -0.145 0.3576
H 1.482 -0.209 1.590 0.2794

=====

17
Properties=species:S:1:pos:R:3:mulliken_charge:R:1 method="wB97M-V/def2-TZVPD" lumo_energy_ev="0.6 / 0.6" total_charge=0 e_above_lowest_kcal_mol=102.7
C 2.391 -0.033 0.157 -1.3874
C 0.942 0.173 0.517 -0.5816
C 0.202 1.291 -0.084 0.0336
C -1.221 1.265 -0.137 -0.4660
C -1.895 0.044 -0.090 -0.4666
C -1.315 -1.156 0.311 0.0364
O -1.723 -2.343 -0.224 -0.5182
H 2.549 -0.114 -0.926 0.3212
H 3.029 0.788 0.518 0.2882
H 2.765 -0.961 0.598 0.3595
H 0.639 -0.198 1.487 0.5648
H 0.378 0.402 -0.842 0.2297
H 0.739 2.206 -0.347 0.3658
H -1.752 2.158 -0.454 0.3257
H -2.848 -0.023 -0.622 0.3142
H -0.820 -1.328 1.249 0.2698
H -2.062 -2.169 -1.112 0.3109

=====

17
Properties=species:S:1:pos:R:3:mulliken_charge:R:1 method="wB97M-V/def2-TZVPD" lumo_energy_ev=0.8 total_charge=0 e_above_lowest_kcal_mol=61.3
C 0.495 -1.334 -2.731 -1.2015
C 1.037 -0.997 -1.321 -0.1737
C 0.003 -0.285 -0.449 -0.4580
C 0.293 0.461 0.650 -0.4443
C -0.532 0.505 1.839 -0.0818
C -0.524 1.705 2.484 -0.0376
O -1.440 2.202 3.341 -0.4793
H -0.427 -1.925 -2.689 0.3178
H 0.182 -0.480 -3.356 0.3304
H 1.214 -1.937 -3.278 0.3417
H 1.005 -2.015 -0.879 0.1714
H 1.985 -0.489 -1.223 0.3846
H -0.995 -0.621 -0.745 0.2886
H 0.831 1.386 0.406 0.1409
H -1.048 -0.285 2.361 0.3209
H 0.081 2.493 2.029 0.2744
H -2.161 1.617 3.560 0.3056

=====

17
Properties=species:S:1:pos:R:3:mulliken_charge:R:1 method="wB97M-V/def2-TZVPD" lumo_energy_ev=1.0 total_charge=0 e_above_lowest_kcal_mol=9.2
C 0.785 1.312 -1.650 -1.1358
C 1.079 0.134 -0.768 -0.3759
C 0.231 -0.530 0.019 1.0533
C 0.687 -1.677 0.884 -1.3635
C -1.229 -0.183 0.166 -1.0225
C -1.503 0.776 1.310 0.0697
O -0.671 1.467 1.843 -0.4640
H 1.208 1.163 -2.651 0.3550
H -0.285 1.506 -1.763 0.2630
H 1.242 2.220 -1.239 0.2703
H 2.121 -0.190 -0.762 0.2945
H 0.242 -2.624 0.550 0.2961
H 1.775 -1.786 0.868 0.3661
H 0.378 -1.526 1.926 0.3179
H -1.836 -1.084 0.330 0.3657
H -1.643 0.290 -0.736 0.3400
H -2.565 0.822 1.636 0.3700

=====

17
Properties=species:S:1:pos:R:3:mulliken_charge:R:1 method="wB97M-V/def2-TZVPD" lumo_energy_ev=0.8 total_charge=0 e_above_lowest_kcal_mol=73.4
C -0.098 -2.149 -0.271 -1.2931
C 0.059 -0.699 -0.221 0.5555
C 0.747 0.372 -0.473 0.0618
C 1.772 1.237 -1.030 -1.3661
C -0.848 0.377 0.265 0.5700
C -0.994 0.491 1.789 -1.0217
O -1.936 0.897 -0.499 -0.5390
H -1.117 -2.406 -0.421 0.3952
H 0.293 -2.613 0.631 0.2686
H 0.351 -2.463 -1.245 0.2985
H 1.350 1.865 -1.709 0.3091
H 2.549 0.724 -1.603 0.3314
H 2.331 1.866 -0.267 0.2817
H 0.053 0.085 2.008 0.2537
H -1.834 -0.187 2.083 0.2811
H -1.121 1.507 2.268 0.3034
H -1.557 1.097 -1.306 0.3097

=====

17
Properties=species:S:1:pos:R:3:mulliken_charge:R:1 method="wB97M-V/def2-TZVPD" lumo_energy_ev=1.1 total_charge=0 e_above_lowest_kcal_mol=19.2
O -1.206 -0.024 2.263 -0.4748
C -0.672 0.983 1.860 -0.0136
C -0.711 1.450 0.423 -0.5733
C -0.959 0.290 -0.538 -0.7670
C 0.387 -0.249 -0.980 0.0021
C 1.369 -0.887 -0.010 -0.5394
C 0.683 -1.701 -1.106 -0.6431
H -0.117 1.639 2.562 0.3415
H -1.470 2.242 0.357 0.3715
H 0.250 1.928 0.193 0.3097
H -1.548 0.615 -1.405 0.3226
H -1.549 -0.478 -0.026 0.3240
H 0.859 0.382 -1.735 0.3498
H 2.429 -0.643 -0.108 0.2438
H 1.108 -1.122 1.023 0.2428
H 1.254 -2.038 -1.967 0.2552
H -0.108 -2.386 -0.806 0.2484

=====

17
Properties=species:S:1:pos:R:3:mulliken_charge:R:1 method="wB97M-V/def2-TZVPD" lumo_energy_ev=1.0 total_charge=0 e_above_lowest_kcal_mol=0.5
O 1.736 -0.843 1.205 -0.5763
C 1.320 -0.505 -0.120 -0.0879
C 1.131 0.988 -0.268 -0.6141
C -0.076 1.559 -0.228 -0.2381
C -1.369 0.799 -0.055 -0.4968
C -1.143 -0.674 0.307 -0.7065
C 0.028 -1.237 -0.492 -0.6722
H 1.264 -0.243 1.796 0.4196
H 2.141 -0.836 -0.769 0.3597
H 2.022 1.600 -0.401 0.3757
H -0.159 2.641 -0.333 0.3677
H -1.949 0.865 -0.988 0.2766
H -1.977 1.301 0.709 0.3481
H -0.906 -0.758 1.375 0.2856
H -2.060 -1.254 0.146 0.3178
H 0.169 -2.309 -0.323 0.3226
H -0.172 -1.095 -1.562 0.3186

=====

17
Properties=species:S:1:pos:R:3:mulliken_charge:R:1 method="wB97M-V/def2-TZVPD" lumo_energy_ev=1.1 total_charge=0 e_above_lowest_kcal_mol=29.5
C 1.849 0.417 -0.612 -1.4576
C 0.560 0.091 0.097 1.4243
C 0.179 -1.347 0.500 -0.9779
C -1.233 -1.120 -0.109 -0.6349
C -0.850 0.325 -0.500 -0.2905
C -0.978 1.374 0.603 -0.6298
O 0.273 0.986 1.197 -0.5132
H 2.720 0.143 -0.007 0.3535
H 1.910 -0.118 -1.565 0.3458
H 1.895 1.493 -0.816 0.3419
H 0.761 -2.152 0.037 0.3217
H 0.201 -1.458 1.588 0.2602
H -2.077 -1.222 0.580 0.2977
H -1.426 -1.748 -0.984 0.2480
H -1.032 0.645 -1.529 0.3950
H -1.833 1.285 1.288 0.2854
H -0.917 2.406 0.232 0.2304

=====

18
Properties=species:S:1:pos:R:3:mulliken_charge:R:1 method="wB97M-V/def2-TZVPD" lumo_energy_ev=0.7 total_charge=0 e_above_lowest_kcal_mol=163.9
C -0.373 1.950 -0.126 -1.7475
C 0.185 0.549 0.465 0.9636
C -0.746 -0.227 1.275 -1.0893
C -1.837 -0.761 0.080 -0.4925
O -1.127 -0.540 -1.106 -0.4474
C 0.206 -0.666 -0.669 -0.0704
C 1.415 0.135 -0.414 -0.0686
O 2.318 -0.685 0.186 -0.5552
H 0.171 2.774 0.249 0.5076
H -0.131 2.185 -1.121 0.4461
H -1.334 2.402 0.218 0.3475
H -1.347 0.356 1.945 0.3644
H -0.577 -1.138 2.015 0.2403
H -2.816 -0.184 0.011 0.3080
H -1.989 -1.792 0.250 0.3742
H 0.736 -1.630 -0.164 0.2159
H 2.022 1.077 -0.810 0.3072
H 2.639 -0.139 1.091 0.3961

=====

18
Properties=species:S:1:pos:R:3:mulliken_charge:R:1 method="wB97M-V/def2-TZVPD" lumo_energy_ev=0.8 total_charge=0 e_above_lowest_kcal_mol=64.2
C -0.590 -0.443 0.408 0.7719
C -1.549 0.735 0.121 -0.5460
C 2.045 -0.550 -0.030 -1.4448
C -0.854 -1.624 -0.525 -1.6039
C 0.666 1.529 0.329 0.3998
C 0.782 0.204 0.234 0.0674
O -0.786 1.876 0.620 -0.3436
O 1.123 2.700 0.121 -0.7632
H -0.280 2.832 0.156 0.5344
H -0.742 -0.780 1.443 0.1817
H -1.712 0.856 -0.953 0.3005
H -2.496 0.696 0.655 0.2897
H 2.308 -1.207 0.807 0.3111
H 2.878 0.138 -0.182 0.3644
H 1.965 -1.179 -0.921 0.3216
H -1.878 -1.989 -0.417 0.4001
H -0.183 -2.454 -0.299 0.3679
H -0.697 -1.339 -1.568 0.3910

=====

18
Properties=species:S:1:pos:R:3:mulliken_charge:R:1 method="wB97M-V/def2-TZVPD" lumo_energy_ev=0.7 total_charge=0 e_above_lowest_kcal_mol=80.7
C -2.154 -0.190 0.055 -1.4387
C -0.757 -0.154 0.131 0.9177
C 0.081 -0.756 -0.997 -0.7329
C 1.174 -0.021 -0.078 0.5662
C 0.783 1.461 -0.127 -0.8904
C 0.317 -0.442 1.171 -0.7874
H -2.386 0.154 -1.070 0.2750
H -2.392 -1.232 0.182 0.3936
H -2.957 0.422 0.757 0.2545
H -0.068 -0.369 -2.105 0.2569
H 0.108 -1.824 -1.202 0.3558
H 2.909 -0.979 0.426 0.3695
H 1.202 1.986 0.699 0.3559
H 1.113 1.931 -1.008 0.4049
H 0.636 -1.461 1.458 0.3982
H 0.435 0.301 1.882 0.3570
O 2.585 -0.135 -0.110 -0.6099
O -0.628 1.307 -0.063 -0.4460

=====

Result set for energy: -309.8020, -309.6691, -309.7363, -309.6721, -309.6061, -309.7832, -309.6626, -309.8142, -309.8096, -309.7978, -309.6787, -309.7447, -309.8277, -309.7253, -309.8118, -309.8416, -309.7954, -384.8411, -385.0000, -384.9738 hartree, one per record in the order listed.